Computed, not measured: a molecular structure, C34H49BCrN10O2S, with ωB97M-V/def2-TZVPD.

Results
molar mass	724.7	g/mol
<S²>	3.782
charge	+1
multiplicity	4
calculated total energy	-3490.53203	Eh
frontier orbital gap (spin up / spin down)	6.193 / 7.111	eV
energy above the lowest of the compared OMol25 structures with the same formula, charge and spin	4.94	kcal per mole

Structure (XYZ):
```
98
Properties=species:S:1:pos:R:3:forces:R:3
B 2.17803 1.46500 1.87028 0.0376 0.1004 -0.0653
H 1.99659 0.02702 -2.96127 0.0574 -0.0036 -0.0415
C 0.52453 3.42434 -3.22264 -0.0130 0.0016 -0.0054
H -3.64066 1.82294 -2.22614 0.0400 0.0136 -0.0185
C 0.66773 4.04333 -0.28409 0.0484 0.0615 0.0109
H -0.26326 -5.49138 -0.66757 -0.0182 -0.0044 -0.0158
C 1.97430 -1.03962 -2.73921 -0.0795 -0.0181 0.0380
C -5.81597 -0.42068 -3.53759 -0.0401 0.0093 -0.0057
C 5.30111 1.33457 1.69756 -0.0064 -0.0302 -0.0252
O -2.73576 1.51721 0.13327 -0.0126 -0.0616 0.0651
C 4.37394 0.56314 0.81917 0.0687 0.0013 0.0468
H -2.57829 -4.75469 -1.32381 0.0065 -0.0146 0.0105
C 3.45005 -0.68745 -0.76903 -0.0622 -0.0322 0.0443
H 1.75002 4.42111 2.83259 -0.0109 -0.0066 -0.0059
N 1.32312 2.36461 0.96367 0.0834 -0.0383 0.0458
N 0.39605 -0.32412 2.28037 -0.0400 -0.0491 -0.0470
C -4.18606 0.90098 -2.34847 -0.0244 -0.0915 0.0406
H -2.17841 -0.71776 5.13513 -0.0190 -0.0372 -0.0059
H 1.90676 5.62264 1.54897 0.0053 -0.0016 0.0053
C -0.60057 -2.98653 4.61714 0.0167 -0.0183 0.0396
H 3.16773 4.41027 1.78642 -0.0001 -0.0036 -0.0086
C 3.24386 -3.00057 -1.81329 0.0440 0.0480 0.0011
C 2.08337 1.59254 4.91920 -0.0280 -0.0361 0.0033
H 1.34532 -3.68861 0.03886 -0.0959 0.0177 0.0856
H -5.16055 1.53930 -4.13984 0.0109 -0.0023 0.0081
H 1.87707 2.63655 4.68543 -0.0103 -0.0062 -0.0067
C -0.18547 -0.88414 3.38475 0.0292 0.0449 -0.1021
H -4.75613 -2.02787 -0.73937 -0.0237 0.0498 -0.0433
H -1.49272 4.69980 -1.94363 0.0064 0.0158 -0.0127
C 4.43586 -1.15749 -2.98598 0.0276 0.0019 -0.0297
H 0.75347 4.46306 -2.98631 -0.0029 -0.0042 0.0124
H -1.25839 1.43704 -3.65731 0.0242 0.0048 -0.0056
C -0.45358 2.80516 -2.20807 -0.0001 -0.0257 0.0397
C -1.72905 3.65715 -2.15689 -0.0186 0.0096 0.0447
C -1.35419 -1.89835 -0.49411 0.0113 0.1092 -0.0020
C 0.21541 2.85180 -0.85039 -0.0345 0.0148 -0.0265
H -1.43923 0.87833 -2.00146 0.0151 0.0440 -0.0708
C 2.09172 4.58326 1.81065 -0.0254 -0.0093 -0.0308
H -0.85832 -3.34629 1.98451 -0.0208 0.0062 -0.0348
H 1.46434 2.86794 -3.25256 -0.0060 -0.0010 0.0022
H 5.17648 1.06309 2.74554 -0.0088 -0.0097 -0.0086
H 3.60438 -3.51848 -2.70285 -0.0196 0.0120 -0.0163
C -0.77349 1.39565 -2.68001 -0.1227 0.0660 -0.0018
H -1.32144 -3.78270 4.80865 0.0120 -0.0067 -0.0015
C 0.34223 -0.26456 4.51749 -0.0788 -0.0179 0.0443
N 1.28202 0.61553 2.75985 -0.0454 -0.0224 -0.0812
H -2.20011 -2.17878 1.71355 -0.0539 0.0813 -0.1384
H 6.32857 1.12645 1.40793 0.0010 0.0038 0.0053
C -1.68585 -2.79800 2.43250 0.0669 -0.0201 -0.0140
N -1.54355 -0.56568 -0.29208 0.1476 -0.2888 0.0341
H 0.13673 0.81205 -2.79821 0.0573 -0.0660 0.0069
N 2.46191 -0.22321 0.02581 -0.0213 -0.1733 -0.1786
H 4.26003 -1.63201 -3.95223 0.0117 0.0024 0.0012
H -6.90009 0.21141 -5.15816 -0.0054 0.0076 0.0011
C 0.32700 -3.47083 -0.25460 0.0686 -0.0080 0.1093
Cr 0.39546 -0.22845 0.17090 -0.0946 0.2974 0.4569
H 0.52293 5.03903 -0.66592 -0.0009 -0.0102 -0.0061
C -5.05009 0.74607 -3.41037 -0.0070 0.0053 -0.0084
H -6.31041 -2.30974 -2.63183 0.0076 -0.0008 0.0014
C 1.24985 0.66893 4.09397 0.1039 0.0390 -0.0177
C -1.84122 -4.03663 -0.98117 0.0326 0.0004 0.0030
N -0.05565 -2.19817 -0.21490 -0.1298 0.0926 0.0774
C -5.69926 -1.41854 -2.55840 0.0082 -0.0163 -0.0268
H 0.08163 -0.47170 5.53955 0.0058 0.0102 -0.0136
H 5.37545 -1.54837 -2.59445 0.0008 0.0056 -0.0146
H 1.85741 1.42646 5.97017 0.0016 0.0043 0.0014
H -3.13441 -2.11061 4.61991 -0.0040 0.0099 -0.0271
H 5.13038 2.40737 1.60823 -0.0017 0.0006 -0.0075
N 0.58860 1.82812 -0.05794 -0.0276 -0.1571 -0.0921
H 2.23435 -3.35795 -1.62696 0.1386 0.0208 -0.0573
C -0.55551 -4.45356 -0.63726 -0.0961 -0.0060 -0.0399
H -2.23326 3.62302 -3.12527 -0.0008 0.0058 -0.0026
H -2.98480 -0.70568 3.56024 -0.0208 0.0546 -0.0573
H 5.64926 -0.41699 -0.67617 -0.0120 0.0181 -0.0022
H 0.30428 -3.43719 4.20370 -0.0006 0.0070 0.0033
H 3.14824 1.42043 4.76538 -0.0060 -0.0109 -0.0010
C 4.66902 -0.22577 -0.27689 0.0403 -0.0434 0.0108
C -4.83161 -1.26579 -1.50199 -0.0305 -0.0075 0.0350
H -2.40733 3.30303 -1.38006 0.0495 0.0149 -0.0453
N -2.25425 -2.77722 -0.91142 0.0207 -0.0790 0.0738
H 2.88507 2.14107 2.54558 -0.0295 -0.0284 -0.0271
N -6.65398 -0.59158 -4.60720 0.0370 -0.0143 -0.0030
H -7.35158 -1.31292 -4.56041 -0.0061 0.0057 0.0084
N 3.04641 0.55318 0.97843 -0.0731 0.0484 0.0487
O -3.64053 -0.61231 1.07357 0.0259 0.0513 0.1346
H -2.41110 -3.53383 2.78468 0.0155 -0.0069 -0.0007
C -2.45354 -1.32933 4.27589 0.0173 -0.0363 0.0112
H -0.34722 -2.53541 5.57452 -0.0091 -0.0069 -0.0062
H 1.09466 -1.25380 -2.12051 0.0362 0.0233 -0.0741
C 1.37235 3.69851 0.84803 -0.0111 0.0400 0.0277
H 0.07800 3.39470 -4.21857 0.0097 0.0054 0.0087
C -4.05461 -0.11298 -1.40248 -0.0047 0.0601 -0.1064
H 3.88465 -3.28915 -0.97885 0.0084 0.0046 -0.0096
C 3.26354 -1.47830 -2.04996 -0.0648 0.0351 0.0038
C -1.22215 -1.98493 3.62541 0.0535 -0.0056 0.0218
H 4.54495 -0.08402 -3.14541 -0.0041 -0.0027 0.0205
S -3.04509 0.12374 -0.00289 0.0687 -0.0586 0.0118
H 1.83253 -1.58621 -3.67304 0.0037 0.0118 -0.0099
```
Forces are in eV/Å.

Partial atomic charges computed with the Mulliken method, in multiples of e: number 1, B, carries -0.7164; number 2, H, carries 0.2014; number 3, C, carries -1.8342; number 4, H, carries 0.3886; number 5, C, carries -1.2196; number 6, H, carries 0.4593; number 7, C, carries -2.0851; number 8, C, carries 1.1286; number 9, C, carries -1.4562; number 10, O, carries -0.7575; number 11, C, carries 0.7072; number 12, H, carries 0.5083; number 13, C, carries -1.0099; number 14, H, carries 0.2146; number 15, N, carries -0.0640; number 16, N, carries 0.9369; number 17, C, carries -0.2080; number 18, H, carries 0.3570; number 19, H, carries 0.4335; number 20, C, carries -1.9051; number 21, H, carries 0.2199; number 22, C, carries -1.5839; number 23, C, carries -1.4382; number 24, H, carries 0.9496; number 25, H, carries 0.3276; number 26, H, carries 0.2088; number 27, C, carries -0.4521; number 28, H, carries 0.4718; number 29, H, carries 0.4640; number 30, C, carries -2.1956; number 31, H, carries 0.3709; number 32, H, carries 0.6577; number 33, C, carries 2.9319; number 34, C, carries -1.9446; number 35, C, carries 0.0548; number 36, C, carries -0.7286; number 37, H, carries -0.4915; number 38, C, carries -1.3750; number 39, H, carries 0.2775; number 40, H, carries 0.3247; number 41, H, carries 0.2599; number 42, H, carries 0.4357; number 43, C, carries -0.4602; number 44, H, carries 0.4473; number 45, C, carries -0.9629; number 46, N, carries 0.1327; number 47, H, carries -0.0397; number 48, H, carries 0.4182; number 49, C, carries -1.0788; number 50, N, carries 0.3519; number 51, H, carries -0.6705; number 52, N, carries 1.2865; number 53, H, carries 0.4863; number 54, H, carries 0.2163; number 55, C, carries -0.3301; number 56, Cr, carries -0.3562; number 57, H, carries 0.5836; number 58, C, carries -0.9360; number 59, H, carries 0.3005; number 60, C, carries 0.1479; number 61, C, carries -0.6836; number 62, N, carries 0.3274; number 63, C, carries -0.9584; number 64, H, carries 0.5982; number 65, H, carries 0.4542; number 66, H, carries 0.4486; number 67, H, carries 0.4459; number 68, H, carries 0.2506; number 69, N, carries 1.3170; number 70, H, carries 0.3819; number 71, C, carries -1.2053; number 72, H, carries 0.4687; number 73, H, carries 0.3317; number 74, H, carries 0.4574; number 75, H, carries 0.4014; number 76, H, carries 0.2423; number 77, C, carries -1.0451; number 78, C, carries -0.3502; number 79, H, carries 0.3042; number 80, N, carries -0.2585; number 81, H, carries -0.0434; number 82, N, carries -0.5029; number 83, H, carries 0.2122; number 84, N, carries 0.3316; number 85, O, carries -0.8894; number 86, H, carries 0.5699; number 87, C, carries -1.7207; number 88, H, carries 0.3755; number 89, H, carries 0.4707; number 90, C, carries 0.5133; number 91, H, carries 0.4780; number 92, C, carries -0.2572; number 93, H, carries 0.3376; number 94, C, carries 2.8345; number 95, C, carries 2.4500; number 96, H, carries 0.4121; number 97, S, carries 1.5032; number 98, H, carries 0.6355